# C4H4OTb

C4H4OTb as an isolated structure (ωB97M-V/def2-TZVPD, the Open Molecules 2025 dataset).

Computed properties:
E_HOMO (alpha / beta) in eV: -16.08 / -16.10
ΔE to the lowest compared entry with this formula, charge and spin in eV: 0.000
Molar mass in g/mol: 227.0
2S+1: 8
Net charge: +2
Kohn-Sham gap (alpha / beta) in eV: 6.783 / 5.955
F_max in eV/A: 3.34

```
10
Properties=species:S:1:pos:R:3:forces:R:3:mulliken_spin:R:1
H 0.7481 1.8299 0.3979 1.637 -0.452 -0.709 0.000
C 1.6045 1.1610 0.0175 -1.333 0.951 0.738 0.000
C 0.9942 -0.1781 0.0958 -0.668 0.368 1.995 0.001
C -0.3482 -0.3051 0.1021 -1.081 -1.123 -0.844 0.022
C -1.5468 -0.6324 -0.1108 3.158 0.620 0.198 -0.223
O -2.6701 -0.9302 -0.4014 -2.982 -1.508 -0.036 -0.025
Tb -4.6781 -2.6500 -0.3650 1.353 1.227 -0.046 7.226
H 1.8375 1.4597 -1.0087 0.204 0.028 0.111 0.000
H 2.4704 1.2099 0.6959 -0.181 0.126 -0.576 0.000
H 1.5885 -0.9648 0.5766 -0.108 -0.235 -0.831 -0.001
```
Forces are in eV/Å.